300
Properties=species:S:1:pos:R:3:forces:R:3 method="wB97M-V/def2-TZVPD" gap_ev="1.387 / 8.770" largest_force_ha_per_bohr=0.079 s_squared=0.75 charge=+1 multiplicity=2 total_energy_ha=-16086.69965 e_lumo_ev="-1.87 / -1.87"
As -3.090 0.538 7.976 -0.2750 1.1961 -0.2643
C 3.090 0.848 -5.840 -0.1197 0.1915 0.6351
H 3.428 5.558 -0.233 0.3298 0.1606 -0.0095
F 1.465 -2.553 2.685 1.7921 0.0083 0.3225
H -0.452 -10.847 2.358 0.1648 0.0571 0.3205
H -3.010 2.990 0.260 0.3045 -0.6398 -0.3614
H -6.848 3.730 1.134 0.3966 -0.0483 0.4148
H -2.388 5.958 -6.909 0.2312 0.3896 -0.0552
H 4.742 -6.123 5.852 0.6503 -0.1973 0.3736
H 4.845 1.626 -5.150 0.5526 0.4520 0.5288
H 5.045 6.880 -1.720 0.0831 -0.1820 0.3887
H -9.093 -0.740 3.401 -0.2549 -0.1476 0.3651
H -2.808 -0.994 -0.870 -0.2353 -0.0548 0.2821
C 1.191 5.611 -6.836 0.8298 -0.0221 0.1759
H 8.881 -5.261 4.813 0.5411 -0.0757 -0.7458
H -9.324 2.825 0.044 -0.0973 -0.4842 -1.1911
H -0.425 -0.960 1.790 0.0521 0.5683 -0.5331
H 3.300 7.776 -11.047 -0.1104 -0.1590 0.2469
C 4.751 -7.198 5.669 -1.1745 -1.4827 -0.0193
H 9.387 -2.352 -1.601 -0.2598 0.0286 -0.0530
H 5.850 -3.809 0.623 -0.2999 0.1253 -0.1788
H 2.702 -5.358 2.543 -0.4595 0.0785 0.4554
C -4.643 5.577 -0.039 0.3114 0.1582 -0.3775
C -7.837 4.252 -0.606 -0.8971 -0.3911 -1.4266
C 1.318 -9.053 4.618 -1.3619 -0.6873 -0.9579
C 3.657 4.053 -5.986 -1.0461 0.2667 0.9498
H -2.781 0.082 -3.782 0.4391 0.1952 0.3805
H -4.924 5.732 1.003 0.0383 0.0967 0.0412
H 0.609 -5.033 0.357 0.1222 0.7391 0.0318
H -5.007 3.058 2.498 -0.0369 -0.5606 0.4212
H 3.465 7.582 -1.625 0.0168 0.4782 -0.5416
H 3.475 -3.097 -2.691 -0.2552 0.0156 -0.6976
H -8.129 -2.984 4.973 0.1865 -0.1457 -1.0718
F -8.153 -1.573 0.612 0.1540 0.1854 0.4372
H 2.576 -8.138 7.463 0.5018 -0.2809 -0.4783
H -3.008 5.623 -2.515 -0.4081 -0.2560 0.1166
C 4.274 7.296 -10.950 0.7364 -0.0323 1.3233
N 3.178 -7.404 5.457 -0.0636 0.7227 -0.3629
H 9.846 -2.853 0.689 0.0940 -0.0867 0.1903
C -9.826 1.196 4.194 -0.0594 0.4038 -0.5238
C -2.982 6.472 -1.832 -0.5011 -0.6781 0.3634
C 9.300 -1.926 0.515 0.6369 -0.3952 -0.3011
H 12.408 -0.724 -2.825 -0.1113 0.3982 -0.1472
C 2.633 -6.117 4.641 0.3742 -1.0404 -0.2606
H -1.911 2.549 2.536 -0.2006 0.3528 -0.7096
H 3.434 7.891 -7.070 -0.6625 -0.0664 0.3505
C 3.298 3.097 -4.800 -0.6590 2.3862 1.1586
C -7.711 -1.861 6.616 2.1014 -1.6139 0.9432
H -2.262 -1.285 -5.778 0.2132 -0.1028 0.3183
H 6.461 -5.641 -1.731 -0.2462 -0.3136 0.3451
C -6.929 1.051 5.344 -0.3055 -0.2979 1.1389
H -0.792 -2.467 2.235 -0.1887 -0.6818 -0.4560
C -3.998 3.096 2.085 -0.1926 2.0006 0.4115
F 2.798 -0.608 1.897 0.0339 -1.0039 1.5470
F -6.260 -0.056 1.123 -0.2371 -0.3764 -0.9805
F 4.081 -2.621 1.969 -0.8256 -0.7569 0.9450
H -3.748 -2.901 3.968 -0.2280 -0.4177 0.5308
F 2.138 -0.849 4.459 1.1442 -1.2306 -1.8326
H -2.207 -2.741 -2.696 -0.0995 -0.0310 -0.1397
H 3.145 -7.039 2.761 0.1710 0.0886 -0.1487
H -2.101 2.583 4.996 0.0805 -0.1330 -0.3582
C -3.018 -0.979 -3.701 0.1287 0.9035 1.0898
As 0.292 2.480 -1.544 1.8630 0.2123 0.8420
H 3.289 1.306 -6.808 0.0732 -0.2140 -0.2146
C 11.324 -0.745 -2.709 -0.3859 1.1930 1.1827
C 7.315 0.699 0.708 0.5334 0.9712 0.3805
F -7.780 0.174 -1.080 1.5764 -0.8506 1.2467
H 6.639 -5.105 -4.035 -0.0651 -0.2241 0.0833
H 2.305 5.435 -1.503 -0.1216 0.1615 -0.2260
H 4.872 -5.426 -3.851 0.2815 -0.3652 0.1206
C 3.204 -6.051 3.218 0.3007 -0.0264 0.5996
H -8.124 0.636 3.079 0.4012 -0.1149 0.1323
C 1.522 -2.601 -1.967 -2.0332 -0.4062 0.3381
H 10.945 -1.498 -3.399 -0.2417 -0.0816 0.3269
C 6.613 -3.564 -1.467 -0.2005 -0.3476 0.6587
As 3.034 -1.822 3.211 -1.2663 3.7450 -0.8306
H -2.167 -6.292 0.504 -0.2388 0.6953 -0.6461
H -11.350 4.429 -0.174 -0.2113 -0.0009 -0.3039
C -5.840 1.751 -3.873 -0.3788 0.9186 0.4563
H 9.720 -1.186 1.197 -0.0712 0.1376 0.1792
F -2.473 0.956 9.551 -0.3539 0.2157 -0.6395
H -11.108 0.456 2.615 -0.0619 -0.0074 -0.1307
H 5.216 -7.637 7.744 -0.2421 -0.4412 0.1758
C 5.561 2.312 -0.457 0.9481 -0.4369 0.4863
H 4.592 7.551 -3.830 -0.4213 0.3147 -0.4561
P -5.051 3.868 -0.421 -0.0795 -1.3391 -0.2859
F -7.143 -2.220 -1.543 -0.0158 0.9806 0.3557
H 7.510 -3.569 -2.086 0.4905 0.5561 0.6157
P 2.873 5.752 -5.966 -1.5671 -0.3620 0.1045
H -7.591 1.939 -5.042 -0.3166 0.2124 -0.1737
H -5.829 -1.011 4.754 -0.0240 0.3234 -0.1898
H 0.718 6.582 -6.976 0.2794 0.2993 0.4536
H 4.894 -4.822 -1.509 -0.0915 -0.1931 -0.0266
H -3.528 -0.428 3.744 -0.5732 -0.4101 -0.1709
H 2.006 0.782 -5.744 -0.1040 0.3565 0.3905
H 10.847 0.217 -2.899 0.3790 0.0937 -0.8414
C 3.832 6.877 -7.025 -0.0119 -0.0094 -0.6680
H 4.226 -5.674 3.250 0.1474 -0.2795 -0.0803
H 7.880 0.745 1.639 0.1680 -0.2468 0.1668
H -7.958 2.598 -3.479 0.3385 -0.0452 0.3047
H 6.943 -3.089 5.532 0.2079 0.1749 0.4472
H 4.719 4.237 -5.826 0.2305 -0.1262 -1.0491
F -2.690 -1.132 8.283 -0.2518 0.2676 -0.3617
C -5.341 2.065 -2.446 0.0808 -0.7153 -0.7421
C -2.721 -1.130 3.534 0.6118 0.1634 -0.0693
H -7.016 2.405 0.041 0.5137 -0.1832 -0.2437
C -4.940 3.506 -2.249 -0.0849 0.1410 1.0609
H -3.927 -0.807 -5.574 -0.1269 -0.2161 -0.2542
C 6.651 -0.672 0.559 -0.5541 -0.3859 -0.1953
H -1.058 -7.077 2.301 -0.2564 -0.0851 0.1888
H 7.822 -4.319 6.550 -0.4631 0.2920 0.2082
H -7.535 1.910 5.630 -0.3071 -0.1212 -0.6870
C -2.561 -1.292 1.963 -0.6466 -0.4636 0.7397
H 8.819 -0.731 -1.183 0.0942 0.0910 -0.3842
H -9.339 4.063 0.987 0.0113 1.2433 0.2265
H 9.376 -3.569 4.827 -0.1080 0.0268 0.3361
H -1.391 7.835 -1.326 -0.1425 0.6569 -0.3832
H 6.531 -8.017 6.733 -0.0468 -0.0258 -0.4866
H 2.892 -5.264 5.267 0.0006 -0.0411 -0.1662
H 3.411 -0.194 -5.855 0.3880 0.0757 -0.0391
H -3.047 1.296 2.827 -0.2279 0.1043 0.0257
H 11.238 -0.340 -0.401 0.4023 0.9402 -0.7973
F -5.826 -2.506 0.390 -0.2684 1.6043 0.2838
H -0.933 6.286 -1.761 0.4702 -0.1728 -0.6956
H 2.166 5.616 -3.747 -0.1426 -0.2269 0.2188
F -1.449 2.516 -1.792 -2.9294 -0.1571 -0.6046
H -2.217 -3.996 -0.412 -0.2336 -0.2619 -0.2188
H -0.110 4.821 -5.298 -0.2169 0.0349 0.0187
H -8.069 -2.555 7.376 -0.7272 -0.4033 -0.6112
F -4.698 0.292 8.708 0.7501 0.0343 -0.6578
C -2.870 -2.413 4.391 0.2807 0.1896 -1.2238
H 4.380 -0.779 -2.297 0.1465 0.2099 -0.2796
H -9.006 -0.148 7.018 0.9697 0.8573 -0.2602
H -9.369 2.137 4.500 0.2438 0.2056 -0.3956
C -7.226 -2.447 5.263 -1.3945 -2.2047 1.7044
H 2.918 6.288 -8.935 -0.0357 0.0441 0.2021
H 5.675 -0.762 1.037 -0.0969 0.1557 0.5163
C -1.615 7.076 -2.075 -0.0734 -0.3358 1.2554
H 6.010 -2.691 -1.718 0.1945 0.2785 0.1702
H 3.047 -0.901 -3.518 0.2109 0.6769 -0.0346
H -10.278 5.603 -0.927 -0.2437 0.0408 -0.2947
H 1.292 -0.867 -0.517 -0.3595 0.1024 -0.2387
H -1.672 3.690 -6.805 -0.0522 -0.0101 -0.0099
C 3.317 -0.949 -2.463 -0.0310 -0.4784 0.0060
C -6.774 3.468 0.078 0.3663 0.3604 1.2212
H 1.459 5.326 -7.853 0.2272 -0.1548 -0.1286
H 3.687 3.633 -3.934 0.0415 0.0110 0.3370
F 0.093 3.997 -0.516 -0.1194 0.6160 0.3370
H 5.185 -9.172 6.782 -0.1462 0.2077 -0.1427
O 1.041 -9.876 3.453 0.8374 -0.6148 0.6308
F 2.072 2.508 -1.212 1.3604 0.0898 0.2448
H 6.507 -4.728 5.415 0.2843 -0.4549 -0.2610
H -12.133 2.744 2.020 -0.1951 0.0211 -0.1115
F 3.201 -3.067 4.394 0.5294 -0.5028 -0.3323
P 7.580 -2.204 1.017 -1.1161 0.1831 -1.2438
C 9.561 -1.495 -0.950 -0.4515 0.0123 -0.1393
H -0.534 3.787 -8.112 -0.2241 0.2548 -0.4525
H -6.140 1.688 -1.807 -0.0202 0.3762 0.1853
C 4.005 6.713 -2.001 0.0547 0.4375 -0.0629
C 5.866 -4.767 -1.998 -0.0943 -0.9041 -0.1581
C -8.726 0.177 3.862 -0.2235 0.7163 0.0575
H -3.737 4.148 2.197 -0.0042 0.3604 0.0476
P -0.844 -2.154 -0.262 2.0958 1.6041 0.2072
H 3.378 -2.641 -1.106 0.1830 0.3316 0.5535
H -6.307 0.947 6.233 -0.0554 -0.9865 0.1665
H 6.381 -0.833 -0.484 0.1579 -0.1128 -0.2716
C -2.940 2.380 2.854 0.7279 -0.0951 2.8874
H -0.897 -4.235 -1.580 -0.1014 0.4317 -0.0831
H 1.392 -7.252 6.540 0.0575 0.0944 0.0463
H 4.771 7.052 -6.500 0.4947 -0.4205 -0.3477
C 7.503 -2.682 2.766 -0.0112 -1.4352 0.6455
H 9.213 -3.909 2.541 0.2848 -0.5103 0.1041
H -5.868 0.662 -3.927 -0.7969 -0.0239 -0.0542
H -6.191 1.254 4.568 -0.5966 -0.1199 -0.4408
H -1.419 -0.057 -1.312 0.4603 -0.0617 -0.0702
H -0.751 -4.449 1.434 0.6307 -0.1880 0.3077
C -1.730 5.652 -7.722 0.0168 -1.5222 -0.4401
C 4.778 7.275 -9.434 -0.5996 -0.0452 -0.8306
H 1.412 -3.686 -1.957 -0.3551 -0.2927 0.7334
H 5.466 -3.826 -3.897 0.0333 0.2310 -0.0680
F 0.079 1.424 -0.149 -0.4959 -1.3398 1.8613
F 0.610 3.456 -2.994 0.3041 1.6238 -2.2387
H -2.926 -0.362 1.527 0.5065 0.0998 -0.2671
H 4.825 8.308 -9.090 -0.2853 0.0795 0.1564
H -5.313 6.158 -0.672 -0.1795 0.2590 0.1290
H 8.053 0.850 -0.080 0.0691 -0.1854 -0.1442
H 0.985 -2.384 -2.890 -0.0848 0.8343 0.0786
H -1.143 6.460 -8.158 0.2483 0.0604 0.5167
H 5.804 6.918 -9.340 0.0857 -0.0098 -0.3922
H 0.595 -8.248 4.485 0.6683 1.1094 0.1233
C -8.631 -0.788 6.219 0.3259 0.4087 -0.9979
H -6.948 -1.327 3.379 -0.0019 -0.0428 0.1223
H -1.908 -0.513 3.914 0.5600 -0.2100 -0.1155
C 2.731 6.398 -4.253 0.1355 -0.1600 -0.5309
H 11.618 -1.878 -1.008 0.1420 -0.2761 0.4389
C -1.143 -3.900 -0.573 0.2589 -0.8500 0.8202
H 6.183 2.406 -1.347 0.1678 -0.4102 -0.2247
H -9.573 -1.134 5.795 0.2346 -0.4826 -0.4006
C 3.915 6.375 -8.503 0.8348 0.4298 0.1164
H -2.029 -3.092 4.250 0.1811 -0.0709 -0.3586
C 2.959 -2.362 -2.073 2.0047 -0.0738 0.7160
C -11.933 2.426 3.043 0.6866 -0.5837 -0.9155
C -3.191 6.039 -0.351 0.2694 0.3827 -0.7225
C 11.000 -1.008 -1.229 -0.3638 -2.4851 0.6753
H -4.465 1.476 -2.175 -0.0054 -0.2440 -0.2291
C -0.959 4.359 -7.287 -0.0161 0.8066 0.2162
As -6.733 -1.091 -0.247 -0.1162 -1.3799 -2.0494
F -1.435 0.787 7.325 -1.9367 -0.0274 0.0841
H 5.816 1.853 1.656 -0.2117 0.3037 0.0582
C -2.013 -1.671 -2.762 1.2670 0.8467 -0.3681
H -10.706 4.093 -1.818 0.1256 0.0511 0.1073
C 7.373 -4.089 5.583 0.6404 0.7054 -0.8499
C -1.090 -6.260 0.343 -0.2089 -0.0655 -0.5729
C -0.644 -7.282 1.314 0.8711 -0.5946 1.7157
N -7.805 -0.201 5.018 0.1686 2.7572 -0.7817
C 3.831 1.728 -4.763 -0.0060 -2.2767 -2.1543
H 4.861 1.482 -0.555 -0.3012 0.3307 -0.3545
H -4.338 1.758 0.517 0.2015 -0.1438 -0.6070
H -0.819 -10.657 4.152 0.2756 -0.6077 -0.0395
H 4.776 5.877 -3.867 0.0596 -0.4904 0.3874
H -3.224 -2.048 1.543 -0.5889 -0.1489 0.4117
H -2.983 6.946 0.216 -0.2754 0.0489 0.3130
H -3.831 7.113 -2.071 0.0790 0.3280 -0.2824
H 0.925 -9.517 5.523 0.3314 -0.5209 0.1961
H -3.933 3.626 -2.649 0.1461 0.2374 0.3549
C 8.258 -4.027 3.054 0.7220 0.4374 0.5298
H 2.747 -0.219 -1.887 0.0110 0.1608 -0.2410
C 0.990 -1.906 -0.647 -1.0570 -1.4317 -0.1973
C -6.844 -1.281 4.463 -0.2473 0.8633 0.6592
H 4.379 5.389 -8.514 -0.2185 -0.1945 -0.0509
C -1.162 -1.720 1.533 0.8275 0.4712 0.1000
H -1.495 7.398 -3.110 0.2598 0.0495 0.2109
C 6.801 -3.684 0.107 0.8788 1.6054 -0.3254
C 5.447 -8.114 6.792 -0.9279 1.9042 -0.6820
H -7.763 3.921 -1.641 -0.4307 0.1184 -0.3898
H -2.395 5.357 -0.052 -0.1641 -0.4296 0.0003
H 1.549 -6.231 4.624 0.1290 -0.0555 0.0873
H -5.602 4.186 -2.787 -0.1337 0.2573 0.2237
H 5.049 3.274 -0.438 -0.2729 -0.2868 0.5946
H 1.448 -2.475 0.162 0.2200 0.0923 0.2609
H -2.364 5.356 -8.558 -0.3127 -0.0155 0.0660
H 7.115 2.839 1.002 0.1434 -0.1025 -0.0044
H 5.147 -7.389 4.672 0.1564 0.0430 0.1351
C -0.461 -4.859 0.467 -1.6169 -0.4019 -0.3959
C 2.839 -8.740 4.760 -0.1161 0.4830 0.4628
C -10.498 4.538 -0.845 1.4063 -0.3979 1.2994
F 0.633 0.936 -2.516 -0.1829 -1.0358 -0.7895
H -3.949 -0.961 -3.134 -0.5546 -0.3156 -0.5536
C -4.013 2.792 0.636 0.0792 -0.0084 -1.5392
C 5.718 -4.820 -3.527 -0.3278 0.9957 0.1698
H -6.947 3.510 -4.660 -0.0145 0.0938 0.2593
F -3.799 0.063 6.367 0.6662 0.3581 1.1000
H -1.048 -1.491 -3.237 0.3106 -0.5388 -0.1336
H 0.428 -7.321 1.504 0.3353 -0.0229 -0.3589
H 2.074 7.267 -4.291 0.0597 0.1660 0.0321
H 3.798 4.607 -1.675 0.0612 -0.1798 0.1392
H -0.960 -8.280 1.007 -0.0357 0.0252 0.0596
C 2.457 -7.310 6.764 -0.5206 0.1134 0.2313
H -6.416 -3.170 5.364 -0.0612 0.0748 0.0583
H -10.383 0.972 5.104 -0.5138 -0.6026 -0.2902
C -1.817 -1.072 -1.319 -1.5763 -0.6474 -0.8477
H 7.429 -4.499 0.466 0.1006 -0.2811 -0.5320
F -3.638 2.268 7.587 1.0022 -2.1722 0.4506
H 7.903 -1.932 3.448 -0.0339 0.3068 -0.2645
C 8.561 -4.247 4.575 -1.2553 -0.0450 -0.1610
H 6.476 -2.892 3.063 -0.3531 0.6997 -0.3166
C 3.373 5.547 -1.321 -0.3244 -1.3417 0.1317
C -3.143 -1.438 -5.155 -0.5731 -0.2658 0.7939
H -3.825 2.400 4.896 0.0020 -0.5573 0.0397
H -0.858 -9.269 3.146 -0.4589 -0.0877 -0.4735
C -0.365 -10.235 3.256 0.9893 1.7348 0.8756
H 4.948 7.890 -11.567 0.1519 -0.0843 0.0870
H 3.281 3.666 -6.933 0.8304 -0.1584 -0.3230
H -5.156 2.015 -4.678 0.4789 0.2425 0.2296
H -2.891 -2.292 5.474 -0.4940 0.5398 -0.1549
H -7.518 5.294 -0.656 -0.7133 0.3768 0.3811
H -3.204 3.891 4.594 0.4905 0.4179 -0.7177
H 2.741 -6.404 7.299 0.1088 0.0562 -0.2646
H 4.231 6.292 -11.372 -0.0601 -0.0092 0.0566
C -10.709 1.428 2.905 -0.6240 0.3905 1.5419
F -5.310 -0.577 -1.199 -1.0198 -0.1141 1.1499
F 4.546 -0.994 3.678 -0.8856 -0.8098 0.0297
C 6.450 2.004 0.782 -0.8121 -0.7172 -0.3993
C -7.172 2.534 -4.231 0.8359 -1.5622 -0.5952
H 7.785 -4.921 2.648 -0.3450 0.2418 -0.1452
C -9.270 3.906 -0.089 0.3244 0.1028 0.0731
H -6.800 -1.587 7.147 0.0237 1.2481 0.0093
H 3.781 1.319 -3.754 -0.1862 0.0903 -0.1242
H 0.742 3.639 -6.231 -0.1190 -0.2129 0.1811
H -0.858 -6.727 -0.614 -0.2483 0.5651 -0.5292
H -3.465 -2.479 -5.182 0.0296 -0.0670 -0.3519
C 4.073 6.640 -3.532 -0.1003 0.3021 -0.2118
H -10.087 1.764 2.075 0.2185 0.0029 0.1640
H -11.789 3.365 3.578 0.3961 -0.2818 0.3561
H 2.239 3.022 -4.549 -0.2884 0.2560 -0.3311
H 3.336 -9.451 5.421 -0.2839 -0.3121 -0.1660
C 0.196 4.578 -6.316 0.6256 -0.0271 0.4677
H 3.351 -8.791 3.799 -0.1965 0.2044 0.0343
H -12.855 1.948 3.374 0.2227 -0.0837 0.3067
C -2.968 2.847 4.391 -0.9703 -0.7059 -0.5549